# C37H41FeN10

A molecular structure, C37H41FeN10 at a distorted geometry (ωB97M-V/def2-TZVPD, the OMol25 dataset).

The HOMO energy (spin up / spin down) is -12.10 / -12.02 eV. Its LUMO energy (spin up / spin down) is -6.924 / -6.818 eV. The net charge is +2. As for the molar mass: 681.650 g/mol. As for the multiplicity: 2.

Geometry as XYZ:
```
89
Properties=species:S:1:pos:R:3:forces:R:3
Fe -0.2599 -0.6132 -0.5020 -1.26 0.64 -1.69
C -2.3194 0.4167 -2.6833 0.06 0.05 0.06
N -1.6181 -0.8496 -2.4259 -0.07 -0.20 0.25
C -2.5056 -2.0147 -2.2598 -0.03 0.02 0.01
C -2.7361 -2.2670 -0.8051 0.06 -0.08 -0.19
N -2.1312 -1.5973 0.1415 0.01 -0.49 0.33
C -2.6353 -2.1341 1.3343 0.07 0.37 0.10
C -2.4227 -1.7473 2.6584 -0.02 0.05 -0.02
C -3.0519 -2.4706 3.6490 -0.03 -0.06 -0.02
C -3.8886 -3.5584 3.3390 0.03 0.04 0.04
C -4.1536 -3.9163 2.0343 -0.01 0.07 -0.01
C -3.5242 -3.1637 1.0471 -0.01 -0.21 -0.06
N -3.5723 -3.2219 -0.3398 0.01 0.11 0.06
C -2.0977 1.3693 -1.5620 -0.16 -0.07 -0.07
N -1.5302 1.0499 -0.4221 0.36 0.53 -0.05
C -1.6125 2.2242 0.3553 0.07 -0.32 0.21
C -1.2972 2.4730 1.6942 -0.01 -0.01 -0.04
C -1.5207 3.7415 2.1903 0.00 0.04 -0.04
C -2.0678 4.7571 1.3905 0.02 0.00 0.05
C -2.4432 4.5143 0.0862 0.00 -0.03 0.01
C -2.2129 3.2322 -0.3950 -0.06 0.07 -0.10
N -2.5123 2.6455 -1.6145 -0.08 -0.02 0.13
H -1.9712 0.8730 -3.6132 0.06 -0.07 0.00
H -3.3924 0.2448 -2.8060 -0.01 0.04 0.03
H -1.0231 -1.0250 -3.2193 -0.03 0.09 -0.07
H -3.4656 -1.8626 -2.7628 0.01 -0.04 -0.04
H -2.0533 -2.8957 -2.7223 0.08 0.02 0.05
H -1.8116 -0.8843 2.8986 0.02 -0.02 0.00
H -2.9155 -2.1922 4.6850 0.01 -0.01 0.00
H -4.3471 -4.1161 4.1439 -0.02 0.03 0.00
H -4.8251 -4.7303 1.7975 0.01 0.00 -0.01
H -4.1426 -3.8393 -0.8938 -0.01 0.01 -0.01
H -0.9489 1.6973 2.3638 -0.02 0.00 0.03
H -1.2946 3.9537 3.2265 0.01 0.00 0.00
H -2.2264 5.7388 1.8153 0.00 -0.01 0.00
H -2.9023 5.2832 -0.5215 0.00 -0.01 -0.01
H -2.9675 3.0909 -2.3947 0.00 -0.01 0.00
N 1.0367 -1.7981 -2.1304 0.45 0.00 0.18
C 1.7199 -2.9954 -1.6875 -0.05 0.04 0.05
C 2.5349 -3.7386 -2.4906 0.04 -0.06 -0.01
C 3.1568 -4.9073 -1.9968 -0.03 0.07 -0.02
C 2.9451 -5.3022 -0.7085 -0.02 0.03 0.02
C 2.1122 -4.5392 0.1459 0.05 -0.10 0.04
C 1.8894 -4.8799 1.4990 0.03 -0.04 -0.05
C 1.1088 -4.0686 2.2654 -0.04 0.08 0.00
C 0.5389 -2.9242 1.6755 -0.09 -0.10 0.03
N 0.6930 -2.5710 0.4181 0.13 -0.32 -0.04
C 1.4900 -3.3761 -0.3487 -0.01 0.16 -0.02
H 1.7144 -1.1706 -2.5575 0.00 0.01 -0.01
H 0.4150 -2.0784 -2.8782 0.02 0.00 -0.06
H 2.7079 -3.4325 -3.5159 0.01 -0.01 0.00
H 3.8033 -5.4798 -2.6469 -0.01 -0.01 -0.01
H 3.4172 -6.1947 -0.3184 0.00 0.00 0.00
H 2.3447 -5.7734 1.9080 0.01 0.01 0.00
H 0.9180 -4.2794 3.3080 -0.02 0.00 -0.01
H -0.0960 -2.2948 2.2856 -0.02 0.01 0.02
C 4.2099 1.5736 1.0249 0.02 0.01 -0.01
C 2.9576 1.0436 1.7127 0.06 -0.20 0.02
C 3.3198 -0.0680 2.6984 0.06 -0.05 -0.02
C 2.2341 2.1672 2.4487 -0.03 0.01 -0.01
N 2.1080 0.5164 0.6003 0.12 0.18 0.25
N 0.8070 0.0672 1.0053 0.32 0.24 -0.03
H 4.9230 1.9322 1.7665 0.00 0.00 0.00
H 3.9689 2.3969 0.3513 -0.01 0.00 0.01
H 4.7029 0.7897 0.4449 -0.01 0.00 0.00
H 3.9387 0.3202 3.5073 -0.01 0.01 0.00
H 3.8840 -0.8618 2.2026 0.00 0.00 0.00
H 2.4341 -0.5095 3.1650 0.00 0.00 0.02
H 2.9530 2.7212 3.0515 -0.01 -0.03 0.02
H 1.4720 1.7900 3.1349 -0.01 -0.01 0.00
H 1.7631 2.8740 1.7660 0.00 0.04 -0.05
H 2.5836 -0.2940 0.2106 -0.04 -0.07 0.00
H 0.3307 0.8803 1.3770 0.10 0.12 0.01
H 0.8849 -0.6162 1.7560 -0.04 0.08 0.10
C 1.0016 1.1939 -2.3670 -0.37 -0.99 1.06
C 0.7793 2.5937 -2.3138 -0.26 0.09 -0.11
C 0.2312 3.2993 -3.4024 -0.04 -0.02 0.03
C -0.0183 4.6515 -3.3074 0.02 -0.01 -0.02
C 0.2805 5.3260 -2.1202 -0.06 0.21 0.04
C 0.8669 4.6557 -1.0478 0.03 -0.06 0.01
C 1.1101 3.3040 -1.1481 0.03 0.07 0.02
C -0.0465 6.7219 -1.9880 0.02 -0.14 -0.10
N -0.3477 7.8253 -1.8834 -0.01 0.02 0.04
H 1.5426 0.7360 -1.5530 0.56 0.15 -0.34
H 0.8161 0.6353 -3.2761 0.04 0.08 -0.04
H 0.0165 2.7749 -4.3268 -0.01 0.00 -0.01
H -0.4372 5.1990 -4.1409 0.00 0.00 0.00
H 1.1149 5.2009 -0.1470 -0.01 0.00 0.00
H 1.5652 2.7578 -0.3359 0.02 -0.01 0.05
```
Positions in Å, forces in eV/Å.